# 1
The following is a DFT calculation (the ωB97M-V functional and the def2-TZVPD basis) of a cluster of 8 separate species, C35H45F24N3O7 in total at a distorted geometry.

Geometry as XYZ:
```
114
Properties=species:S:1:pos:R:3:lowdin_charge:R:1
F 5.594 -7.764 6.438 0.11
F -4.151 -0.256 8.409 0.08
F 4.083 -10.059 5.241 0.13
F -0.055 -1.765 3.718 0.13
F 0.029 4.921 -5.213 0.08
F -3.228 0.120 -7.360 0.14
F -0.954 4.163 -7.043 0.16
F -1.042 -4.252 2.765 0.09
F 3.776 -4.246 3.827 0.18
F 1.862 -5.026 4.531 0.20
F -1.239 -1.511 2.129 0.24
F 5.833 -8.138 4.370 0.15
F -2.018 -0.490 8.414 0.10
F 3.037 -8.653 6.569 0.09
F -5.859 0.716 -6.855 0.18
F -4.331 -1.067 5.613 0.14
F -1.446 3.031 -3.737 0.10
F -4.444 2.293 -7.019 0.13
F -3.049 -3.644 3.016 0.07
F -4.028 -0.823 -5.654 0.17
F -3.236 0.796 5.854 0.15
F 3.196 -5.300 1.241 0.09
F 1.583 -4.060 2.081 0.10
F 0.111 2.191 -5.100 0.14
O 5.255 -0.943 0.936 0.06
O 3.445 -6.353 3.910 0.03
O -2.141 -1.120 5.490 0.00
O -0.234 2.662 3.742 0.03
O -1.956 2.010 -5.840 -0.02
O 1.458 2.069 2.385 0.09
O 4.979 -1.615 3.094 0.07
N -2.565 2.912 -1.211 0.17
N 5.959 2.763 -6.335 0.14
N 2.315 0.210 -3.124 0.17
C 3.483 2.006 -6.109 -0.17
C 2.833 -5.152 3.674 -0.62
C 4.892 -7.799 5.254 -0.47
C -2.085 -0.766 4.034 -0.01
C 0.695 -1.481 -0.199 -0.10
C 1.583 0.530 -2.385 -0.26
C 5.007 -0.736 2.208 -0.48
C 4.353 -6.487 5.010 -0.07
C 4.744 1.319 1.032 -0.15
C 4.496 0.623 2.322 -0.13
C -7.503 3.753 -0.997 -0.09
C 0.597 0.928 -1.324 -0.13
C -3.254 -0.499 6.185 -0.48
C -5.987 3.731 -0.649 -0.25
C 2.266 -5.202 2.247 -0.26
C -0.082 3.970 1.754 -0.04
C -0.157 -0.330 -0.661 -0.24
C -1.059 2.842 -5.041 -0.46
C 2.727 2.301 -7.441 -0.27
C -2.577 0.884 -5.132 -0.01
C -4.838 1.251 -6.298 -0.43
C -1.789 -3.330 3.420 -0.25
C -1.365 3.472 3.807 -0.18
C -1.003 4.194 -5.740 -0.33
C -3.650 3.086 -1.457 -0.20
C 3.071 1.365 -8.592 -0.10
C 4.894 2.435 -6.212 -0.25
C 0.513 2.818 2.618 -0.40
C -5.090 3.304 -1.797 -0.20
C -1.519 4.008 2.340 -0.15
C -3.118 -0.814 7.705 -0.26
C 4.780 0.132 0.066 -0.11
C -3.682 0.340 -6.110 -0.51
C 3.722 -8.810 5.402 -0.32
C -1.344 -1.805 3.295 -0.60
H -5.770 4.733 -0.278 0.11
H 0.503 4.888 1.803 0.12
H -5.072 3.993 -2.640 0.12
H 2.931 -8.716 4.657 0.17
H -1.840 -3.589 4.478 0.16
H -5.449 2.411 -2.309 0.11
H -3.105 -0.729 3.652 0.14
H -1.005 -0.566 -1.303 0.10
H -1.621 0.215 3.931 0.14
H 2.591 1.479 -9.564 0.07
H 0.194 -2.309 0.302 0.06
H 3.531 0.984 -5.734 0.11
H 3.413 0.560 2.426 0.11
H -0.695 0.113 0.177 0.08
H -7.822 2.756 -1.299 0.07
H 5.731 1.757 1.177 0.12
H -5.101 1.552 -5.284 0.16
H -0.213 3.680 0.712 0.10
H 4.149 1.489 -8.701 0.07
H -1.365 4.466 4.256 0.12
H -1.899 4.726 -5.420 0.17
H -8.131 4.103 -0.177 0.07
H 5.167 -5.762 5.010 0.16
H 5.491 0.452 -0.695 0.12
H -2.907 1.089 -4.114 0.13
H 4.679 1.156 3.255 0.14
H -3.145 -1.891 7.872 0.17
H -5.756 2.930 0.053 0.11
H -2.292 3.053 4.200 0.12
H 2.951 2.668 -5.426 0.10
H -2.026 4.971 2.388 0.11
H 3.978 -0.111 -0.631 0.11
H -0.164 1.578 -1.758 0.07
H -7.632 4.487 -1.792 0.07
H 1.196 1.468 -0.591 0.10
H 2.735 3.363 -7.686 0.11
H -2.182 3.306 1.833 0.09
H 1.648 -6.099 2.214 0.17
H 1.657 2.160 -7.294 0.08
H -1.763 0.166 -5.032 0.14
H 1.385 -1.062 0.534 0.08
H 2.939 0.355 -8.204 0.08
H 1.220 -1.924 -1.046 0.08
H 3.999 2.017 0.649 0.11
H 3.769 -6.220 5.890 0.15
```

The max |F| comes out at 0.200 Eh/bohr. As for the net charge: 0. Its electronic energy is -4448.20651 Ha. Its SMILES is FC(F)C(F)(F)COC(F)(F)C(F)F.FC(F)C(F)(F)COC(F)(F)C(F)F.FC(F)C(F)(F)COC(F)(F)C(F)F.O=C1CCCO1.O=C1CCCO1.CCCC#N.CCCC#N.CCCC#N. Its energy relative to the best compared isomer or geometry (same formula, charge and spin) is 105.1 kcal/mol. Its spin multiplicity is 1. As for the LUMO energy: -0.01077 Ha.

---

# 2
The following is a DFT calculation (the ωB97M-V functional and the def2-TZVPD basis) of a structure of composition C35H45N3OP2PdSSe2Si2 at a distorted geometry.

Geometry as XYZ:
```
92
Properties=species:S:1:pos:R:3:lowdin_charge:R:1
Pd -2.004 -0.923 -1.253 0.56
Se 4.487 -2.003 -2.073 0.70
Se -1.599 -1.071 1.139 0.74
S -2.056 3.214 -1.575 0.75
P 3.852 -0.540 -0.609 0.70
P 0.603 -0.875 1.244 0.77
Si -3.691 -1.306 -3.103 0.40
Si -5.259 -0.518 -0.082 0.43
O -0.557 3.448 -1.604 -0.59
N -0.066 -0.557 -1.437 -0.18
N 1.814 -0.235 -2.530 0.04
N 0.518 -0.385 -2.673 0.01
C -4.614 0.791 1.168 -0.20
C -3.656 -3.084 -3.723 -0.17
C 4.618 -0.979 0.986 -0.34
C 1.776 0.550 3.425 -0.10
C 1.546 1.540 4.357 -0.05
C 5.787 -2.601 2.416 -0.06
C 0.958 -0.503 -0.472 -0.43
C -3.997 -1.552 -1.188 -0.37
C 1.152 -2.649 3.311 -0.08
C 6.524 2.166 -1.904 -0.03
C 4.775 -0.033 2.029 -0.08
C 0.282 1.722 1.939 -0.09
C 5.405 -0.403 3.216 -0.07
C -6.491 0.602 -0.951 -0.19
C 1.179 -2.451 1.933 -0.36
C 0.730 2.635 4.112 -0.03
C -2.684 4.207 -0.115 -0.24
C 5.178 -2.264 1.206 -0.11
C 5.782 3.337 -2.188 -0.02
C 0.113 2.736 2.865 -0.05
C 2.133 -0.449 -1.167 -0.46
C 3.863 2.194 -1.270 -0.08
C 1.031 0.550 2.244 -0.34
C 5.951 1.053 -1.288 -0.10
C 5.904 -1.678 3.436 -0.05
C 1.671 -4.816 1.646 -0.04
C -2.257 -0.454 -4.082 -0.20
C -2.689 4.191 -2.970 -0.25
C -5.049 -0.233 -3.838 -0.18
C 1.657 -4.991 3.021 -0.06
C 4.589 1.046 -1.012 -0.39
C 1.491 -3.529 1.075 -0.06
C -6.004 -1.718 1.065 -0.20
C 1.467 -3.914 3.838 -0.05
C 4.447 3.314 -1.817 -0.06
H -3.803 4.184 -0.146 0.06
H 3.804 4.164 -1.998 0.12
H 1.803 -5.677 0.958 0.13
H -4.931 0.815 -3.566 0.03
H -3.779 4.255 -2.899 0.05
H -3.838 0.487 1.858 -0.03
H 2.798 2.235 -1.035 0.11
H 6.230 4.240 -2.548 0.11
H -7.112 0.169 -1.758 0.03
H 5.589 0.383 4.003 0.14
H -3.903 -3.149 -4.767 0.04
H 4.414 0.975 1.933 0.11
H 6.231 -3.618 2.481 0.13
H -0.206 1.803 0.934 0.11
H 0.901 -1.856 3.997 0.10
H 0.638 3.462 4.820 0.13
H -4.173 1.667 0.670 0.01
H -5.043 -0.249 -4.953 0.07
H 6.581 0.208 -1.084 0.10
H 6.465 -1.863 4.361 0.13
H -6.835 -2.303 0.585 0.07
H 2.456 -0.232 3.666 0.09
H 5.195 -3.001 0.369 0.07
H -2.211 5.183 -2.985 0.07
H -2.598 -0.487 -5.108 0.05
H -1.267 -0.922 -4.034 0.00
H -2.301 5.241 -0.258 0.07
H -2.387 3.570 -3.837 0.05
H -6.377 -1.291 1.982 0.04
H 1.591 -3.986 4.962 0.15
H 7.576 2.166 -2.144 0.11
H -5.456 1.159 1.695 0.03
H -0.494 3.617 2.582 0.12
H -6.063 -0.533 -3.527 0.03
H 1.996 1.493 5.359 0.13
H -5.907 1.440 -1.444 0.04
H -3.973 -2.644 -0.839 0.04
H -2.239 3.727 0.782 0.03
H -5.225 -2.431 1.338 0.03
H -2.647 -3.474 -3.586 0.04
H 1.846 -5.938 3.522 0.13
H 1.630 -3.397 0.017 0.10
H -4.301 -3.776 -3.151 0.05
H -7.200 1.025 -0.176 0.07
H -2.087 0.574 -3.780 0.01
```

The max |F| comes out at 0.071 Eh/bohr. As for the net charge: +2. Its electronic energy is -8190.12152 Ha. Its spin multiplicity is 5. As for the LUMO energy (alpha / beta): -0.21533 / -0.31054 Ha.

---

# 3
The following is a DFT calculation (the ωB97M-V functional and the def2-TZVPD basis) of a structure of composition C35H45N8O10SeSr at a distorted geometry.

Geometry as XYZ:
```
100
Properties=species:S:1:pos:R:3:lowdin_charge:R:1
Sr 1.184 -0.155 0.880 1.48
Se -1.104 -1.924 2.417 0.73
O 3.641 1.739 3.792 0.00
O -0.552 0.392 -0.522 -0.21
O -0.593 0.604 -6.732 0.04
O 3.149 -3.701 -0.721 0.02
O -0.829 2.971 1.194 0.01
O 1.511 -2.367 0.072 -0.23
O 2.209 -0.143 -1.353 -0.08
O 2.783 2.299 0.479 0.01
O 1.792 0.781 2.936 -0.23
O -2.381 1.710 -6.294 0.04
N -1.377 1.111 -5.952 -0.37
N 2.511 3.907 -1.124 -0.14
N 3.183 -1.064 1.648 -0.01
N -1.192 3.315 3.411 0.15
N -1.677 -2.755 -0.261 0.01
N -2.957 -1.110 0.362 -0.01
N 0.947 3.527 2.515 0.17
N 4.182 4.095 0.484 -0.13
C -2.264 -5.525 0.910 -0.26
C 2.717 -2.776 -0.040 -0.61
C 0.272 0.167 -2.736 -0.12
C -1.746 1.460 -2.247 0.00
C -2.481 -2.913 -2.660 0.00
C 5.872 -1.230 1.556 -0.05
C 5.277 -0.262 2.368 -0.01
C 4.292 5.531 0.326 -0.06
C -5.191 -1.397 2.442 -0.26
C 3.733 -1.968 0.830 -0.17
C -0.702 -3.860 -0.248 -0.15
C 1.619 -0.315 -2.410 -0.18
C 3.897 -0.190 2.379 -0.17
C 3.051 0.892 3.123 -0.64
C -3.382 -2.331 -3.542 -0.08
C -0.373 3.225 2.302 -0.65
C -4.653 -1.131 3.846 -0.12
C -1.397 -5.213 -0.308 -0.18
C 1.218 3.335 -1.484 -0.02
C -3.517 0.008 1.124 -0.15
C -0.668 0.656 -1.750 -0.38
C -4.192 -0.799 -1.836 -0.02
C -1.450 -5.764 2.180 -0.12
C -3.284 -1.385 -0.966 -0.15
C -4.229 -1.292 -3.133 -0.09
C 5.046 3.495 1.488 -0.03
C -4.974 -0.223 1.492 -0.19
C -0.002 0.291 -4.095 0.03
C 3.311 4.312 -2.272 -0.06
C 3.147 3.364 -0.031 -0.48
C -2.463 -2.421 -1.365 -0.14
C -1.958 1.613 -3.589 -0.01
C -1.110 0.983 -4.512 -0.17
C 5.110 -2.084 0.762 0.00
C -1.957 -1.926 0.772 -0.66
H -2.093 2.892 3.259 0.09
H 0.655 4.080 -2.051 0.10
H -3.419 -2.678 -4.567 0.10
H -2.009 -5.265 -1.211 0.09
H -0.685 -6.529 2.012 0.07
H -4.929 -1.933 4.535 0.07
H -0.018 -3.709 -1.082 0.12
H -0.781 3.135 4.312 0.09
H 6.079 3.454 1.132 0.09
H -5.060 -0.195 4.246 0.07
H 0.679 -0.123 -4.828 0.12
H 3.315 3.517 -3.025 0.09
H -1.808 -3.700 -2.975 0.11
H -0.106 -3.734 0.653 0.07
H -4.819 0.029 -1.532 0.11
H -0.951 -4.852 2.513 0.02
H -5.352 0.696 1.955 0.12
H 4.315 5.997 1.314 0.09
H -2.892 0.115 2.008 0.08
H -3.384 0.910 0.528 0.12
H 1.557 3.110 1.821 0.05
H 3.434 5.918 -0.217 0.09
H 5.549 -2.816 0.098 0.11
H -2.774 2.218 -3.962 0.12
H -2.377 1.950 -1.512 0.12
H -5.555 -0.379 0.580 0.10
H -2.969 -4.702 1.073 0.10
H 2.158 -0.793 -3.243 0.14
H 6.952 -1.302 1.527 0.10
H -2.867 -6.411 0.692 0.10
H -0.618 -5.975 -0.406 0.12
H -4.909 -0.848 -3.849 0.10
H -2.087 -6.103 3.001 0.07
H 4.338 4.509 -1.979 0.08
H -6.260 -1.614 2.493 0.10
H 5.852 0.428 2.971 0.11
H 5.014 4.086 2.406 0.09
H 0.642 3.075 -0.599 0.07
H 1.342 2.447 -2.110 0.08
H 1.309 3.351 3.442 0.09
H 2.900 5.213 -2.733 0.09
H 5.206 5.821 -0.203 0.08
H 4.699 2.501 1.733 0.05
H -4.711 -2.290 2.025 0.10
H -3.562 -1.065 3.850 0.02
```

The max |F| comes out at 0.035 Eh/bohr. As for the net charge: -1. Its electronic energy is -4983.62063 Ha. Its energy relative to the best compared isomer or geometry (same formula, charge and spin) is 42.4 kcal/mol. Its spin multiplicity is 1. As for the LUMO energy: 0.08458 Ha.

---

# 4
The following is a DFT calculation (the ωB97M-V functional and the def2-TZVPD basis) of a structure of composition C35H45N8O10SeSr at a distorted geometry.

Geometry as XYZ:
```
100
Properties=species:S:1:pos:R:3:lowdin_charge:R:1
Sr -1.341 0.667 -1.083 1.64
Se 1.839 -2.025 -0.120 0.84
O -1.966 2.775 -0.052 -0.05
O -2.096 -1.396 -2.009 -0.11
O -0.539 0.154 1.096 -0.18
O -6.978 1.364 -6.298 0.03
O -3.630 0.717 -1.138 -0.18
O 1.146 0.433 2.558 0.01
O -1.013 2.300 -2.760 -0.15
O 0.311 -0.235 -2.502 -0.13
O -5.659 -0.211 -6.938 0.03
O 0.837 2.972 -3.838 -0.03
N 1.994 0.138 -4.006 0.19
N 1.374 -2.009 -3.417 0.14
N -3.853 3.030 1.192 -0.13
N -6.054 0.584 -6.090 -0.37
N -3.139 4.723 -0.251 -0.15
N 1.558 -2.472 2.658 -0.01
N 0.545 1.852 -0.587 -0.01
N 3.501 -1.573 2.133 -0.02
C -0.049 -4.349 2.739 -0.18
C -3.632 1.754 1.857 -0.03
C 4.452 -0.736 1.420 -0.15
C 3.493 -1.751 3.505 -0.15
C 1.925 -2.607 5.147 -0.01
C 1.182 -0.649 -3.263 -0.64
C -2.930 3.455 0.277 -0.48
C 2.268 2.495 0.897 -0.01
C 0.181 2.679 -2.815 -0.65
C -5.897 1.471 -3.805 0.00
C -0.612 -4.985 0.339 -0.12
C 6.703 -3.460 -0.223 -0.12
C 5.984 -2.719 0.901 -0.27
C 5.282 -1.473 0.371 -0.22
C 1.155 1.729 0.579 -0.18
C -3.393 5.840 0.642 -0.07
C 2.724 3.408 -0.045 -0.05
C -5.222 3.504 1.200 -0.07
C 2.059 3.536 -1.258 0.00
C 0.367 -5.143 1.500 -0.27
C 4.120 -1.819 5.792 -0.10
C 2.875 -2.344 6.124 -0.10
C -4.171 0.663 -2.266 -0.36
C 0.159 -2.842 2.587 -0.15
C -5.302 1.500 -2.586 0.01
C -4.358 -0.244 -4.551 0.05
C 2.256 -2.313 3.835 -0.15
C 2.299 -1.988 1.628 -0.66
C -2.311 5.073 -1.395 -0.04
C 0.537 0.675 1.504 -0.65
C 0.954 2.728 -1.491 -0.18
C -2.676 -1.202 -3.064 -0.22
C -3.739 -0.253 -3.310 -0.11
C -5.421 0.600 -4.813 -0.18
C 4.447 -1.509 4.478 -0.01
H 1.359 -4.816 1.175 0.08
H 6.702 -2.444 1.681 0.11
H -2.425 -1.832 -3.944 0.13
H 5.980 -3.798 -0.968 0.07
H 4.626 -1.758 -0.449 0.05
H 0.992 -2.553 -2.659 0.04
H -5.414 4.114 0.320 0.09
H 7.423 -2.809 -0.722 0.07
H -5.651 2.166 -1.807 0.11
H -3.829 1.866 2.926 0.09
H -1.352 5.505 -1.082 0.09
H -6.745 2.098 -4.041 0.11
H 3.891 0.065 0.933 0.11
H 5.242 -3.383 1.350 0.11
H -1.107 -4.534 2.948 0.11
H 6.022 -0.768 -0.021 0.12
H -2.844 5.807 -2.002 0.09
H -1.631 -5.222 0.656 0.07
H -0.360 -2.297 3.378 0.13
H -0.234 -2.477 1.640 0.08
H 7.238 -4.332 0.155 0.06
H -2.604 1.439 1.706 0.07
H 4.851 -1.643 6.571 0.09
H -4.166 6.493 0.228 0.09
H -0.340 -5.654 -0.478 0.07
H -2.114 4.182 -1.985 0.07
H -0.601 -3.965 -0.043 0.04
H 1.750 1.129 -4.108 0.09
H 0.527 -4.703 3.600 0.10
H 2.536 -0.283 -4.738 0.10
H 0.952 -3.006 5.398 0.11
H 5.108 -0.294 2.170 0.12
H 3.593 4.020 0.163 0.10
H 2.281 -2.311 -3.731 0.09
H -4.286 0.985 1.440 0.09
H 2.385 4.231 -2.019 0.11
H 5.415 -1.090 4.235 0.10
H 0.443 -6.201 1.769 0.10
H -2.480 6.432 0.780 0.09
H -5.444 4.089 2.100 0.08
H -3.707 5.490 1.621 0.07
H 2.642 -2.545 7.162 0.10
H -5.897 2.645 1.184 0.09
H 2.751 2.365 1.856 0.11
H -4.025 -0.915 -5.334 0.12
```

The max |F| comes out at 0.046 Eh/bohr. As for the net charge: -1. Its electronic energy is -4983.60375 Ha. Its energy relative to the best compared isomer or geometry (same formula, charge and spin) is 53.0 kcal/mol. Its spin multiplicity is 1. As for the LUMO energy: 0.08448 Ha.